The following is a quantum chemistry calculation of a structure of composition C6H12N2O, from the OMol25 dataset.

Summary:
Orbital gap in Ha: 0.361
2S+1: 1
LUMO energy in eV: 0.76
Highest occupied orbital energy in eV: -9.058
Net charge: 0
Energy above the lowest of the compared OMol25 structures with the same formula, charge and spin in kcal/mol: 113.0

Element x y z (Å)
C (1.235, -0.565, 0.249)
C (-0.902, -2.089, 0.978)
C (-0.421, -1.423, -0.218)
C (-0.915, -1.169, -1.405)
O (1.823, -0.162, -0.959)
H (1.528, -0.757, -1.658)
H (1.625, -1.538, 0.573)
H (1.784, -0.025, 1.022)
H (-0.829, -1.341, 1.816)
H (-0.297, -2.964, 1.224)
H (-1.960, -2.344, 0.917)
H (-0.522, -0.411, -2.068)
H (-1.814, -1.671, -1.748)
C (-0.014, 2.328, 0.408)
N (-0.151, 2.100, -1.025)
C (-0.148, 1.079, 1.198)
N (-0.627, 0.593, 2.155)
H (-0.192, 2.982, -1.511)
H (0.659, 1.593, -1.378)
H (-0.811, 3.005, 0.731)
H (0.950, 2.781, 0.701)